1.
DFT (wB97M-V/def2-TZVPD) results for one molecule with the formula CH4N2S3 in a non-equilibrium geometry.

```
10
Properties=species:S:1:pos:R:3:forces:R:3
H 1.757 -2.039 0.203 1.638 -1.201 -1.307
H -0.080 1.808 -1.080 -0.010 -0.461 0.740
H -0.922 -2.094 -0.160 2.114 2.049 0.719
H -0.360 2.730 1.551 2.107 -2.105 -0.721
C -0.445 -0.125 -0.703 -2.370 -1.650 0.994
S 0.732 1.709 1.199 -2.952 1.360 -0.758
N -0.247 -1.273 0.104 -0.084 1.007 -0.151
S -1.584 -0.431 -1.994 1.783 0.937 1.184
N -0.068 1.143 -0.295 0.724 -0.566 -0.465
S 1.218 -1.428 1.176 -2.951 0.628 -0.236
```
Positions in Å, forces in eV/Å.

HOMO-LUMO gap (eV): 8.445
Energy (eV): -36585.5989
E_HOMO (eV): -8.31
LUMO (eV): 0.132
ΔE to the lowest compared entry with this formula, charge and spin (kJ/mol): 142.8


2.
DFT (wB97M-V/def2-TZVPD) results for a 2-piece molecular cluster, C27H47N2O5 overall in a non-equilibrium geometry.

```
81
Properties=species:S:1:pos:R:3:forces:R:3
C -0.468 -1.834 -2.918 0.208 0.585 0.333
H -2.871 -1.674 -1.644 0.444 -2.504 -0.065
C -0.435 -2.676 -0.278 1.510 0.841 3.920
H -3.047 -3.465 -0.872 0.904 1.312 -1.856
H 1.957 -3.698 4.608 0.032 2.300 0.048
C -0.663 -1.313 2.246 1.235 -1.771 -1.992
C 3.675 -2.207 4.308 0.740 -1.180 -0.087
C 1.717 2.632 3.829 3.632 -1.069 -1.851
H 3.160 1.307 5.081 -0.561 0.682 -1.279
C -0.936 -2.967 -1.848 -1.648 -0.332 1.223
O -2.448 2.342 -1.590 0.647 0.357 0.228
C -6.554 2.866 -1.289 0.280 -0.167 -0.201
C 0.873 -3.422 0.411 -1.917 2.409 1.452
H 2.746 -2.822 -4.615 -2.508 -0.339 0.664
H -0.647 1.705 -2.384 0.306 -0.123 -0.025
H -1.306 2.684 0.130 0.018 0.039 -0.097
C -2.603 -2.828 -1.754 0.397 0.619 -0.884
H 1.713 -4.071 -3.658 -0.456 2.273 -1.400
O -3.367 4.453 0.410 0.039 -0.265 -0.349
C -0.670 -4.525 -2.282 -0.710 -0.262 -0.157
H -0.660 3.403 -1.798 0.008 -0.110 0.016
H 0.945 -3.176 -5.214 1.356 0.140 1.851
H -1.285 -0.534 2.890 1.616 -1.924 -1.368
H 5.631 0.910 1.738 -1.170 0.415 2.257
C -3.394 3.032 0.555 0.169 -0.019 0.047
H -6.798 3.202 -0.275 -0.053 0.081 -0.049
O 3.794 -1.028 3.432 1.835 0.095 1.487
H 4.124 -3.148 3.733 -0.921 1.963 1.116
O -5.297 3.367 -1.716 -0.162 0.169 0.569
C 5.276 1.060 2.854 -0.953 0.168 0.453
H -3.266 2.845 1.628 0.109 0.120 -0.053
H -3.515 6.061 -0.810 -0.104 -0.083 0.163
H -2.207 -1.016 0.361 2.419 -1.468 0.937
C 1.437 -3.142 1.923 -3.067 2.046 -1.362
H -1.506 2.973 -3.291 0.000 -0.189 0.179
H -2.310 1.218 0.106 0.056 -0.004 0.285
H 3.598 2.945 0.683 -1.425 -0.263 2.411
H -6.492 1.774 -1.271 0.020 0.155 -0.126
H 6.025 -1.075 3.330 -1.994 1.253 0.520
H 1.445 0.448 -3.550 -0.464 -1.619 -2.026
C 3.841 1.849 2.948 -1.963 1.749 -1.976
H 6.086 1.755 3.381 -1.715 -1.733 -0.978
C -2.276 2.275 -0.177 -0.742 0.197 -0.270
C 2.142 -2.554 4.784 0.729 -0.035 1.386
H 0.310 -0.289 -4.985 2.035 -0.171 1.311
H -0.720 -0.774 -2.430 0.564 -2.216 -0.926
N 2.950 1.824 4.195 -1.667 3.555 -6.483
H -1.142 -1.871 -3.903 1.478 -0.267 2.133
H -1.008 -4.658 -3.418 1.012 0.344 2.408
N 1.872 3.166 2.422 2.216 -2.701 3.027
C 5.114 -0.387 3.645 1.043 0.556 0.606
C 2.179 -1.585 -2.130 0.492 -0.658 0.521
H -1.395 -5.237 -1.668 1.568 1.620 -1.107
H 0.853 2.744 4.622 1.816 0.042 -2.288
H 5.276 -0.145 4.801 -0.466 -0.623 -2.246
C -1.239 2.611 -2.291 -0.609 0.137 -0.085
H -7.336 3.167 -1.988 -0.199 0.022 0.103
H 1.450 -4.187 -0.271 -1.209 1.681 1.713
H 4.343 -2.076 5.267 -1.325 -0.109 -1.770
C -5.093 4.741 -1.387 0.563 -0.377 -0.167
C 1.268 -0.444 -4.318 0.103 -0.758 0.989
C 1.627 -3.048 -4.267 0.455 -0.276 0.399
H 1.735 -1.125 -1.144 0.686 -0.784 -2.055
H 0.420 -4.914 -2.114 -2.088 0.890 -0.490
H -2.920 4.636 -1.620 -0.183 -0.199 -0.096
H 2.124 -2.399 5.967 -0.217 -0.180 -2.678
H -3.053 -3.151 -2.810 0.913 0.500 2.388
H -5.258 5.318 -2.302 0.043 0.278 0.083
C 3.156 2.735 1.746 -0.034 -2.838 6.840
H 1.137 3.744 1.958 0.795 -0.751 0.765
C 1.099 -1.797 -3.343 0.894 0.907 -1.180
C -3.658 4.979 -0.896 -0.277 0.117 0.103
C 0.687 -2.046 2.884 -1.583 -0.712 -3.947
H 2.395 -3.719 2.264 -2.115 1.287 -0.707
H -4.377 2.636 0.303 0.103 -0.075 -0.255
H -5.800 5.084 -0.624 0.032 -0.093 0.008
H 2.636 -2.637 -1.820 -0.976 2.171 -0.585
O 1.105 -1.665 4.240 0.339 -2.306 -2.709
H 3.104 -0.921 -2.466 -2.039 -1.360 0.478
C -1.233 -1.595 0.718 3.640 -1.950 1.545
H 2.226 -0.646 -4.975 -1.981 0.789 1.262
```
Positions in Å, forces in eV/Å.

HOMO-LUMO gap (eV): 6.153
Energy (eV): -41953.0680
E_HOMO (eV): -10.01
Charge: +1
LUMO (eV): -3.855
ΔE to the lowest compared entry with this formula, charge and spin (kJ/mol): 1875.7


3.
DFT (wB97M-V/def2-TZVPD) results for one molecule with the formula C3H5NO2 in a non-equilibrium geometry.

```
11
Properties=species:S:1:pos:R:3:forces:R:3
H -0.655 -1.859 -0.052 -0.248 0.376 0.186
O 0.661 0.997 -0.626 -1.594 -0.241 0.569
H -0.213 -0.841 1.385 -0.423 0.028 -0.385
N 1.685 -1.226 -0.417 0.453 0.759 0.062
C 0.798 -0.314 -0.377 -0.448 -0.592 0.693
O -1.503 0.080 -0.052 0.632 -0.366 0.059
C -0.431 -0.849 0.299 -0.948 0.251 -0.054
H 2.656 -0.981 -0.543 0.089 0.503 -0.640
H -1.447 2.075 -0.597 0.574 -0.718 0.101
C -0.929 1.292 -0.008 1.983 -0.029 -0.528
H -0.623 1.625 0.987 -0.070 0.029 -0.063
```
Positions in Å, forces in eV/Å.

HOMO-LUMO gap (eV): 10.655
Energy (eV): -8775.2503
E_HOMO (eV): -9.81
LUMO (eV): 0.843
ΔE to the lowest compared entry with this formula, charge and spin (kJ/mol): 235.8


4.
DFT (wB97M-V/def2-TZVPD) results for C4H6O2 as an isolated structure.

```
12
Properties=species:S:1:pos:R:3:forces:R:3
O -0.287 -0.788 1.091 -0.104 -0.060 0.091
C 0.549 0.381 1.227 0.182 0.305 0.203
H 1.317 0.252 1.995 -0.079 -0.052 -0.130
H -2.369 -0.456 -0.397 0.064 0.021 -0.081
H 0.043 -1.696 -0.789 -0.046 0.152 0.051
H -0.050 1.270 1.465 0.068 -0.131 -0.031
C -1.445 -0.152 -0.933 0.007 0.222 -0.346
C 0.977 0.297 -0.245 0.110 0.059 -0.063
H 0.864 1.190 -0.862 0.019 -0.143 0.100
C -0.168 -0.717 -0.337 -0.045 -0.076 -0.262
H 1.964 -0.146 -0.392 -0.166 0.066 0.034
O -1.470 0.587 -1.887 -0.010 -0.364 0.431
```
Positions in Å, forces in eV/Å.

HOMO-LUMO gap (eV): 10.571
Energy (eV): -8338.5388
E_HOMO (eV): -9.68
LUMO (eV): 0.886
ΔE to the lowest compared entry with this formula, charge and spin (kJ/mol): 185.5